# C4H8O3Tl

A molecular structure, C4H8O3Tl in a non-equilibrium geometry (ωB97M-V with the def2-TZVPD basis set, OMol25).

Last column: Mulliken charge in e.
Positions of all 16 atoms, in Å:
O: 0.46 -0.31 0.21  -0.705
Tl: 2.55 -1.13 -0.72  0.689
O: 2.25 -0.36 1.47  -0.703
C: 0.98 -0.30 1.41  0.808
O: 0.37 0.35 2.42  -0.291
C: -0.95 0.16 2.84  -0.640
C: -0.27 -0.56 -1.89  -0.666
C: -0.07 0.82 -2.46  -0.828
H: -1.50 1.04 2.49  0.257
H: -1.45 -0.73 2.41  0.294
H: -1.00 0.05 3.93  0.256
H: -0.54 -1.48 -1.37  0.463
H: -0.64 -1.12 -2.77  0.253
H: 0.82 0.88 -3.10  0.252
H: -0.90 1.06 -3.15  0.321
H: -0.11 1.62 -1.71  0.240

Values from the calculation:
charge: 0
frontier orbital gap (alpha / beta): 0.285 / 0.344 Ha
LUMO energy (alpha / beta): -0.06 / -0.11 eV
2S+1: 2
ΔE to the lowest compared entry with this formula, charge and spin: 73.51 kcal per mole
⟨S²⟩: 0.76

# C12H10CuI2N

A molecular structure, C12H10CuI2N in a non-equilibrium geometry (ωB97M-V with the def2-TZVPD basis set, OMol25).

Last column: Mulliken charge in e.
Positions of all 26 atoms, in Å:
Cu: 0.34 0.08 -0.92  -0.716
N: -1.07 -1.33 -0.43  -0.602
C: -2.12 -1.25 -1.43  1.044
C: -2.48 -2.39 -2.12  -0.905
C: -3.45 -2.33 -3.11  -0.563
C: -4.04 -1.11 -3.40  -0.712
C: -3.67 0.02 -2.71  -0.669
C: -2.70 -0.01 -1.71  0.853
C: -2.30 1.24 -1.00  0.832
C: -3.28 2.18 -0.67  -0.624
C: -2.94 3.38 -0.07  -0.638
C: -1.61 3.65 0.22  -0.479
C: -0.63 2.72 -0.09  -0.086
C: -0.96 1.51 -0.69  -0.443
H: -0.75 -2.29 -0.32  0.273
H: -1.40 -0.99 0.47  0.308
H: -2.01 -3.34 -1.87  0.282
H: -3.72 -3.22 -3.65  0.374
H: -4.79 -1.05 -4.18  0.389
H: -4.12 0.98 -2.96  0.482
H: -4.32 1.96 -0.89  0.468
H: -3.71 4.09 0.18  0.378
H: -1.34 4.59 0.68  0.373
H: 0.41 2.94 0.14  0.394
I: 2.61 0.68 -1.58  0.230
I: 5.12 -0.98 -1.97  -0.244

Values from the calculation:
charge: 0
frontier orbital gap: 0.194 Ha
LUMO energy: -2.52 eV

# C30H39GaN5O

A molecular structure, C30H39GaN5O in a non-equilibrium geometry (ωB97M-V with the def2-TZVPD basis set, OMol25).

Last column: Mulliken charge in e.
Positions of all 76 atoms, in Å:
Ga: -1.08 -0.10 0.29  -0.632
N: 0.32 -3.70 2.36  -0.446
N: 0.11 -2.17 -0.91  0.724
C: 0.79 2.39 -0.21  0.601
C: 1.91 1.59 0.13  0.546
C: 1.83 1.27 1.52  0.599
C: 2.79 0.41 2.24  -1.215
H: 3.63 0.16 1.59  0.417
H: 2.32 -0.53 2.56  -0.298
H: 3.18 0.92 3.13  0.368
C: 0.65 1.88 2.03  0.459
C: 0.12 1.89 3.41  -0.989
H: 0.43 2.80 3.95  0.261
H: 0.45 1.02 3.98  0.083
H: -0.98 1.89 3.41  0.179
C: -0.02 2.54 0.95  0.005
C: -1.34 3.20 1.07  -1.540
H: -2.01 2.61 1.70  0.342
H: -1.81 3.32 0.09  0.345
H: -1.25 4.20 1.53  0.289
C: 3.01 1.16 -0.77  -1.712
H: 3.91 1.77 -0.60  0.258
H: 2.74 1.27 -1.83  0.396
H: 3.29 0.11 -0.60  0.337
C: 0.54 3.04 -1.51  -1.057
H: -0.53 3.22 -1.68  0.152
H: 0.91 2.44 -2.35  0.077
H: 1.04 4.03 -1.56  0.294
C: -0.38 -4.24 3.35  -0.176
H: 0.18 -4.53 4.25  0.406
C: -1.77 -4.43 3.28  -0.626
H: -2.31 -4.77 4.17  0.398
C: -2.42 -4.17 2.07  -0.439
H: -3.49 -4.33 1.98  0.360
C: -1.72 -3.60 1.02  -0.804
H: -2.21 -3.24 0.11  0.297
C: -0.34 -3.31 1.25  1.090
C: 0.39 -2.42 0.43  -1.125
H: 1.36 -2.06 0.81  0.208
C: -0.48 -0.99 -1.30  -0.249
C: 0.39 -2.96 -2.03  -0.977
H: 0.81 -3.94 -1.93  0.542
C: 0.10 -2.22 -3.10  -0.575
H: 0.21 -2.43 -4.13  0.712
N: -0.34 -0.97 -2.66  0.724
C: -0.53 0.15 -3.51  0.196
C: 0.48 0.50 -4.43  1.314
C: 0.28 1.60 -5.28  -0.910
H: 1.07 1.86 -5.99  0.296
C: -0.89 2.36 -5.24  0.703
C: -1.11 3.49 -6.20  -1.594
H: -1.65 4.31 -5.72  0.377
H: -1.71 3.18 -7.07  0.300
H: -0.16 3.88 -6.58  0.369
C: -1.87 2.01 -4.31  -0.949
H: -2.78 2.61 -4.26  0.335
C: -1.71 0.91 -3.45  1.537
C: -2.83 0.61 -2.51  -1.649
H: -3.03 -0.46 -2.40  0.311
H: -3.75 1.09 -2.86  0.519
H: -2.64 1.04 -1.50  0.007
C: 1.78 -0.23 -4.52  -2.048
H: 1.70 -1.19 -5.05  0.396
H: 2.25 -0.41 -3.54  0.350
H: 2.48 0.38 -5.10  0.421
C: -1.47 -1.06 5.47  -0.632
N: -0.09 -1.37 5.76  -0.216
C: 0.82 -1.51 4.76  0.284
N: 2.03 -2.08 5.15  -0.549
O: 0.59 -1.24 3.56  -0.147
H: -1.56 -0.92 4.38  0.151
H: -1.79 -0.15 6.00  0.293
H: -2.11 -1.89 5.80  0.316
H: 0.23 -1.56 6.71  0.156
H: 2.70 -2.10 4.39  0.247
H: 2.35 -1.85 6.08  0.208

Values from the calculation:
charge: -1
frontier orbital gap: 0.180 Ha
LUMO energy: 2.56 eV

# C6H20IO6

A molecular structure, C6H20IO6 in a non-equilibrium geometry (ωB97M-V with the def2-TZVPD basis set, OMol25).

Last column: Mulliken charge in e.
Positions of all 33 atoms, in Å:
I: -0.06 0.67 -0.44  0.122
C: -1.74 2.48 -2.90  -0.586
O: -1.87 2.65 -1.48  -0.605
H: -2.64 2.88 -3.38  0.274
H: -0.97 3.16 -3.25  0.241
H: -1.37 1.50 -3.18  0.216
H: -1.36 1.98 -1.01  0.089
C: -1.07 0.40 2.36  -0.574
O: -0.46 -0.79 1.99  -0.482
H: -1.92 0.20 3.02  0.314
H: -0.39 1.16 2.73  0.240
H: -1.49 0.90 1.49  0.172
H: 0.04 -0.59 1.20  0.252
C: 2.85 1.22 0.97  -0.119
C: 3.31 0.81 2.41  -0.506
O: 4.37 1.64 3.00  -0.544
O: 2.49 0.04 0.22  -0.630
H: 3.70 1.58 0.40  0.267
H: 2.09 2.00 0.97  0.193
H: 3.73 -0.18 2.28  0.255
H: 2.54 0.52 3.13  0.286
H: 5.14 1.10 3.19  0.296
H: 1.66 0.19 -0.24  0.168
C: -1.94 -3.46 -1.66  -0.534
C: -1.04 -2.34 -1.03  -0.334
O: -1.37 -1.03 -1.40  -0.700
O: -3.38 -3.23 -1.56  -0.548
H: -1.67 -4.36 -1.10  0.300
H: -1.80 -3.55 -2.74  0.296
H: 0.00 -2.51 -1.28  0.329
H: -1.16 -2.42 0.05  0.274
H: -0.72 -0.36 -1.15  0.271
H: -3.48 -2.28 -1.59  0.308

Values from the calculation:
charge: -1
frontier orbital gap: 0.275 Ha
LUMO energy: 3.03 eV
ΔE to the lowest compared entry with this formula, charge and spin: 192.23 kcal per mole

# C15H26ClF3INO

A molecular structure, C15H26ClF3INO in a non-equilibrium geometry (ωB97M-V with the def2-TZVPD basis set, OMol25).

Last column: Mulliken charge in e.
Positions of all 48 atoms, in Å:
C: -2.67 -0.26 -2.84  -0.737
C: -1.02 -0.08 -2.79  -0.266
I: -0.34 -0.55 -4.87  -0.042
C: -0.24 -1.13 -1.83  -0.943
C: -0.21 -0.82 -0.22  1.837
C: -1.08 -2.09 0.45  -1.350
C: -0.82 -2.32 2.04  -0.535
C: -2.25 -2.36 2.90  0.737
F: -1.99 -3.07 4.18  -0.286
F: -3.35 -3.01 2.15  -0.270
F: -2.60 -0.95 3.28  -0.278
C: 1.41 -0.89 0.19  -2.113
C: 2.15 0.57 -0.01  1.111
C: 3.70 0.35 0.57  -1.250
C: 2.32 1.07 -1.55  -1.262
N: 1.49 1.53 0.94  0.597
O: 1.76 1.27 2.23  -0.612
C: 0.04 1.81 0.67  0.892
C: -0.54 2.43 2.11  -1.343
C: -0.12 3.10 -0.38  -1.269
C: -0.91 0.54 0.31  -0.459
H: -2.96 -1.34 -2.49  0.192
H: -3.16 0.61 -2.22  0.228
H: -2.97 -0.07 -3.97  0.379
H: -0.77 1.05 -2.65  0.175
H: -0.71 -2.20 -2.05  0.384
H: 0.87 -1.21 -2.25  0.418
H: -2.21 -1.85 0.17  0.385
H: -0.83 -3.12 -0.09  0.538
H: -0.25 -1.36 2.45  0.103
H: -0.17 -3.26 2.32  0.368
H: 1.59 -1.18 1.31  0.591
H: 1.99 -1.72 -0.45  0.332
H: 4.30 -0.14 -0.34  0.334
H: 4.15 1.41 0.82  0.361
H: 3.72 -0.41 1.47  0.264
H: 3.04 1.99 -1.59  0.315
H: 2.85 0.21 -2.19  0.360
H: 1.34 1.33 -2.12  0.076
H: -1.62 2.85 1.84  0.404
H: -0.74 1.58 2.91  0.231
H: 0.12 3.31 2.50  0.338
H: -0.99 3.81 -0.03  0.345
H: 0.89 3.73 -0.24  0.291
H: -0.15 2.79 -1.50  0.256
H: -1.79 0.97 -0.38  -0.306
H: -1.49 0.26 1.32  0.037
Cl: 1.22 -3.18 -0.08  -0.556

Values from the calculation:
charge: -1
frontier orbital gap (alpha / beta): 0.221 / 0.224 Ha
LUMO energy (alpha / beta): 2.31 / 2.31 eV
2S+1: 2
⟨S²⟩: 0.76

# C3O6

A gas-phase ion, C3O6 (charge -2) in a non-equilibrium geometry (ωB97M-V with the def2-TZVPD basis set, OMol25).

Last column: Mulliken charge in e.
Positions of all 9 atoms, in Å:
C: 1.19 -0.71 0.20  0.477
C: -1.49 -0.30 -0.06  0.364
C: 0.01 0.22 -0.27  0.617
O: 1.94 -1.22 -0.64  -0.704
O: -1.99 0.11 1.02  -0.688
O: 1.08 -0.68 1.44  -0.629
O: -1.96 -1.02 -0.97  -0.713
O: 1.17 2.13 -0.40  -0.831
O: 0.03 1.48 -0.31  0.108

Values from the calculation:
charge: -2
frontier orbital gap: 0.278 Ha
LUMO energy: 7.05 eV
ΔE to the lowest compared entry with this formula, charge and spin: 8.28 kcal per mole

# C9H16N3

2 unconnected molecules or ions with the total composition C9H16N3 in a non-equilibrium geometry (ωB97M-V with the def2-TZVPD basis set, OMol25).

Last column: Mulliken charge in e.
Positions of all 28 atoms, in Å:
C: -1.49 1.82 0.86  -0.426
C: -0.34 1.27 0.06  -0.859
C: -2.51 1.04 1.11  -0.600
C: -0.13 -0.15 0.02  0.144
C: -2.30 -0.50 0.97  -0.606
C: -1.38 -0.88 -0.10  0.593
C: -1.92 -0.71 -1.53  -1.524
C: 1.55 -1.97 0.70  -0.916
C: 3.21 1.18 -1.01  -0.659
N: 3.72 -0.20 0.85  -0.339
N: 1.03 -0.62 0.39  -0.342
N: 3.21 0.23 -0.07  0.666
H: -1.50 2.89 1.15  0.393
H: 0.54 1.85 0.41  0.293
H: -3.55 1.30 1.60  0.301
H: -1.78 -0.85 1.94  0.275
H: -3.30 -1.10 0.86  0.374
H: -1.22 -2.04 -0.11  0.425
H: -1.25 -1.05 -2.26  0.385
H: -1.97 0.39 -1.57  0.334
H: -2.84 -1.24 -1.81  0.393
H: 1.65 -2.66 -0.23  0.291
H: 2.53 -1.69 1.16  0.413
H: 1.01 -2.46 1.40  0.420
H: 4.06 1.12 -1.59  0.361
H: 3.21 2.23 -0.69  0.380
H: 2.33 1.13 -1.65  0.305
H: -0.59 1.68 -0.88  0.524

Values from the calculation:
charge: +1
frontier orbital gap (alpha / beta): 0.257 / 0.257 Ha
LUMO energy (alpha / beta): -5.45 / -5.45 eV
ΔE to the lowest compared entry with this formula, charge and spin: 162.03 kcal per mole

# C4H7BN2O

A single C4H7BN2O molecule in a non-equilibrium geometry (ωB97M-V with the def2-TZVPD basis set, OMol25).

Last column: Mulliken charge in e.
Positions of all 15 atoms, in Å:
B: 0.35 1.22 -1.09  0.379
C: 1.75 -0.92 0.22  0.074
C: -0.77 -1.01 1.65  -0.512
C: 1.17 0.12 -0.43  0.178
C: -1.28 1.26 -0.68  -0.665
N: 1.37 -1.88 1.07  -0.856
N: 0.08 -1.95 1.61  0.201
O: 1.03 2.10 -1.98  -0.556
H: 2.79 -1.03 -0.05  0.305
H: -1.77 -1.17 2.19  0.198
H: -1.66 2.22 -0.34  0.326
H: -1.51 0.42 0.05  0.044
H: -1.84 1.07 -1.69  0.262
H: -0.10 -2.96 2.00  0.322
H: 0.39 2.52 -2.54  0.300

Values from the calculation:
charge: 0
frontier orbital gap (alpha / beta): 0.262 / 0.262 Ha
LUMO energy (alpha / beta): -1.19 / -1.19 eV
ΔE to the lowest compared entry with this formula, charge and spin: 141.42 kcal per mole

# ClH4O3V

A molecular structure, ClH4O3V in a non-equilibrium geometry (ωB97M-V with the def2-TZVPD basis set, OMol25).

Last column: Mulliken charge in e.
Positions of all 9 atoms, in Å:
O: -2.31 -2.88 -0.68  -0.299
V: -2.20 -2.58 0.84  1.389
Cl: -0.26 -1.03 0.60  -0.158
O: 3.11 0.07 -0.34  -0.608
H: 2.31 0.38 0.10  0.295
H: 3.83 0.48 0.15  0.329
O: -1.53 1.93 -0.61  -0.563
H: -1.69 2.53 0.12  0.337
H: -1.25 1.10 -0.20  0.278

Values from the calculation:
charge: +1
frontier orbital gap (alpha / beta): 0.166 / 0.192 Ha
LUMO energy (alpha / beta): -9.29 / -8.59 eV
2S+1: 2
⟨S²⟩: 0.82

The calculation returns the following E values, one per record and in order: -15109.4555; -74937.0956; -93615.8377; -26925.7571; -48281.6561; -15391.9332; -14051.0776; -9959.9875; -44406.8775 eV.